<one>
Below is a gas-phase ion, C2H6NS3 (charge +1), with properties calculated with wB97M-V/def2-TZVPD.

XYZ file:
```
12
Properties=species:S:1:pos:R:3:mulliken_charge:R:1
S -2.4192 0.0596 -0.8870 -0.02
S 1.1401 1.4418 -0.8117 -0.11
S -1.5078 0.9610 0.7394 -0.04
N 0.7727 -0.5534 1.0125 -0.40
C -0.6193 -0.6667 -1.0431 -0.99
C -0.0272 0.2928 -0.0636 0.37
H 1.4149 -1.2545 0.6614 0.35
H 0.6496 2.5358 -0.2254 0.24
H -0.6996 -1.7038 -0.6935 0.39
H 0.2353 -0.8491 1.8496 0.36
H 1.3994 0.1203 1.5075 0.41
H -0.3389 -0.3837 -2.0460 0.43
```

Properties
Orbital gap ... 8.3 eV
E_HOMO ... -12.58 eV
Net charge ... +1
Structure (SMILES) ... [NH3+][C@@]1(S)CSS1
E_LUMO ... -4.3 eV


<two>
Below is a gas-phase ion, C2H6NS3 (charge +1), with properties calculated with wB97M-V/def2-TZVPD.

XYZ file:
```
12
Properties=species:S:1:pos:R:3:mulliken_charge:R:1
S -0.6374 -2.0849 0.5992 0.00
S 0.6483 -1.6499 2.1983 -0.03
S 1.6795 -0.9515 -1.2744 -0.14
N -0.7608 0.3004 -0.7919 -0.25
C 0.6439 -0.0235 1.3194 -0.65
C 0.1598 -0.5637 -0.0051 -0.02
H -0.4331 1.2773 -0.8150 0.36
H -0.0866 0.6293 1.7983 0.39
H -0.7975 -0.0454 -1.7634 0.37
H -1.7126 0.2591 -0.3956 0.40
H 1.6232 0.4502 1.3146 0.37
H 2.2575 -1.8450 -0.4805 0.21
```

Properties
Orbital gap ... 8.4 eV
E_HOMO ... -12.68 eV
Net charge ... +1
Structure (SMILES) ... [NH3+][C@@]1(S)CSS1
E_LUMO ... -4.3 eV


Question: of the structures shown, which is the least stable? Reply: <one>.